The following is a DFT calculation (the ωB97M-V functional and the def2-TZVPD basis) of C24H33N2O5PS2TeW as an isolated structure.

Atoms and positions in Å:
W 0.87476 -0.37936 -0.36311
C -3.50462 -1.25253 0.69512
C -2.01105 -1.14148 0.76163
N -1.33753 -0.41242 -0.07575
N -2.08821 0.40396 -0.93525
C -1.49323 1.52984 -1.13053
S 0.07366 1.96333 -0.55805
S -2.36391 2.75989 -2.07326
C -3.97297 2.72069 -1.20930
C -3.89666 3.26633 0.18660
C -4.07254 4.62434 0.43013
C -3.96016 5.13122 1.71533
C -3.66636 4.28421 2.77424
C -3.49366 2.92796 2.54298
C -3.61037 2.42258 1.25688
C -1.31630 -1.81508 1.86291
C -1.96748 -2.78980 2.62999
C -1.34033 -3.38893 3.69847
C -0.04336 -3.00791 4.03820
C 0.61484 -2.03166 3.32231
C -0.01359 -1.44034 2.22964
O 0.64278 -0.49674 1.53309
H -3.93564 -0.49621 0.05138
H -3.94086 -1.19396 1.68994
H -3.74122 -2.23560 0.27783
H -4.33893 1.69648 -1.22199
H -4.62800 3.32360 -1.83888
H -4.29453 5.28961 -0.39624
H -4.10126 6.18982 1.89056
H -3.57585 4.68041 3.77721
H -3.26713 2.26093 3.36477
H -3.47869 1.36280 1.07923
H -2.96288 -3.10899 2.35576
H -1.84379 -4.16484 4.25765
H 0.45728 -3.48476 4.87077
H 1.61646 -1.71353 3.57647
C 4.65766 1.45187 -0.85055
C 3.71460 0.91670 0.21838
C 4.37257 -0.18643 1.03775
C 3.20099 2.03830 1.11147
O 2.60275 0.35031 -0.47826
H 5.52737 1.92208 -0.38891
H 4.14779 2.19240 -1.46707
H 5.00157 0.63824 -1.48959
H 5.15999 0.23446 1.66571
H 4.80683 -0.94322 0.38451
H 3.63688 -0.67773 1.67572
H 4.02000 2.45508 1.69981
H 2.44169 1.66282 1.80144
H 2.76480 2.83966 0.51368
C 0.30476 0.37804 -4.40973
C -0.11453 -0.65665 -3.38960
O 0.60183 -0.43502 -2.18436
P 0.82098 -2.83338 -0.72457
O 2.01442 -2.10103 -0.01534
Te -0.14053 -4.79037 0.11281
O 1.28893 -3.15138 -2.22908
C 2.56977 -2.73932 -2.74922
C 3.59102 -3.83093 -2.52569
H -0.20465 0.18913 -5.35545
H 1.38071 0.33335 -4.58089
H 0.04895 1.38230 -4.07266
H 0.10061 -1.67440 -3.71962
H -1.18009 -0.58565 -3.16183
H 2.88864 -1.80711 -2.27909
H 2.40657 -2.55197 -3.81135
H 3.73883 -3.99576 -1.45813
H 4.54535 -3.54185 -2.96889
H 3.26423 -4.76644 -2.97813

Force components x, y, z for each atom (eV/Å):
W -0.2 0.0 -0.2
C 0.0 0.0 0.0
C 0.1 0.2 0.2
N -0.1 -0.4 -0.3
N 0.2 0.1 0.1
C -0.4 0.1 -0.2
S 0.1 0.1 0.2
S 0.2 0.0 0.2
C -0.1 -0.1 -0.1
C 0.1 0.0 0.0
C 0.0 0.0 0.0
C 0.0 0.0 0.0
C 0.0 0.0 0.0
C 0.0 0.0 0.0
C 0.0 0.0 0.0
C 0.0 0.1 -0.2
C 0.0 0.0 0.1
C 0.0 0.0 -0.1
C 0.0 0.0 0.0
C 0.0 0.1 0.0
C -0.2 0.0 0.0
O 0.2 -0.1 -0.1
H 0.0 0.0 0.0
H 0.0 0.0 0.0
H 0.0 0.0 0.0
H 0.0 0.0 0.0
H 0.0 0.0 0.0
H 0.0 0.0 0.0
H 0.0 0.0 0.0
H 0.0 0.0 0.0
H 0.0 0.0 0.0
H 0.0 0.1 0.0
H 0.0 0.0 0.0
H 0.0 0.0 0.0
H 0.0 0.0 0.0
H 0.0 0.0 0.0
C 0.0 0.0 0.1
C 0.0 0.0 0.0
C 0.0 0.0 0.1
C 0.0 0.0 0.1
O -0.1 0.0 0.1
H 0.0 0.0 0.0
H 0.0 0.0 0.0
H 0.0 0.0 0.0
H 0.0 0.0 0.0
H 0.0 0.0 0.0
H 0.0 0.0 0.0
H 0.0 0.0 0.0
H 0.0 0.0 0.0
H 0.0 0.0 0.0
C 0.0 0.0 0.0
C -0.1 0.0 0.1
O 0.1 0.1 0.0
P 0.0 -0.2 0.5
O 0.2 -0.1 -0.4
Te 0.0 0.2 0.0
O 0.0 0.1 -0.1
C 0.0 0.0 0.0
C 0.0 0.0 0.0
H 0.0 0.0 0.0
H 0.0 0.0 0.0
H 0.0 0.0 0.0
H 0.0 0.0 0.0
H 0.0 0.0 0.0
H 0.0 0.0 0.0
H 0.0 0.0 0.0
H 0.0 0.0 0.0
H 0.0 0.0 0.0
H 0.0 0.0 0.0

The relative energy (zero: lowest compared OMol25 entry of this formula, charge and spin) is 32.5 kcal/mol. The gap between HOMO and LUMO comes out at 6.483 eV. The calculation puts the molecular weight at 836.1 g/mol.